A molecular structure, C17H30BN3O2PtS, computed with wB97M-V/def2-TZVPD.

Structure (XYZ):
```
55
Properties=species:S:1:pos:R:3:lowdin_charge:R:1
Pt 1.486 0.296 0.624 1.008
S 0.134 0.649 2.576 1.086
C 0.465 2.324 2.029 -0.554
C 0.143 3.515 2.625 0.004
C 0.496 4.675 1.941 0.019
C 1.146 4.591 0.718 0.008
C 1.457 3.348 0.196 -0.056
N 1.114 2.242 0.859 -0.144
H -0.366 3.538 3.578 0.142
H 0.263 5.643 2.365 0.137
H 1.420 5.480 0.169 0.132
H 1.974 3.233 -0.744 0.124
C 0.691 -2.271 -0.719 -0.059
C 1.999 -2.068 0.042 -0.243
N 3.178 -1.868 -0.774 -0.067
C 4.064 -3.040 -0.960 -0.165
C 3.459 -4.125 -1.834 -0.049
C 3.367 -0.703 -1.387 -0.379
C 4.393 -0.556 -2.463 0.038
N 2.653 0.330 -1.004 -0.032
H -0.138 -2.366 -0.018 0.080
H 0.753 -3.192 -1.296 0.088
H 0.482 -1.452 -1.404 0.074
H 2.181 -2.946 0.668 0.149
H 1.956 -1.363 0.991 0.048
H 4.290 -3.420 0.037 0.135
H 5.003 -2.683 -1.374 0.117
H 2.578 -4.574 -1.375 0.075
H 4.190 -4.920 -1.974 0.096
H 3.183 -3.742 -2.817 0.088
H 5.393 -0.570 -2.025 0.114
H 4.265 0.392 -2.980 0.098
H 4.324 -1.366 -3.187 0.104
H 2.815 1.173 -1.532 0.080
C -2.754 -1.036 -0.701 -0.003
C -3.243 -0.481 0.623 -0.417
C -4.456 -1.230 1.122 0.015
O -2.128 -0.707 1.596 0.125
B -1.494 0.469 1.636 -0.963
O -2.004 1.523 0.982 0.111
C -3.388 1.076 0.629 -0.420
C -4.285 1.597 1.736 0.008
C -3.752 1.682 -0.706 0.012
H -2.515 -2.092 -0.575 0.099
H -1.866 -0.506 -1.052 0.088
H -3.526 -0.953 -1.465 0.109
H -4.266 -2.302 1.089 0.105
H -5.312 -1.020 0.478 0.112
H -4.711 -0.956 2.142 0.097
H -4.022 1.171 2.706 0.105
H -5.327 1.358 1.529 0.109
H -4.191 2.680 1.793 0.105
H -3.019 1.452 -1.476 0.091
H -3.828 2.764 -0.609 0.103
H -4.725 1.308 -1.029 0.112
```

Values from the calculation:
molecular weight = 546.4 g mol⁻¹
E_HOMO = -15.77 eV
total charge = +2
F_max = 0.42 eV Å⁻¹
HOMO-LUMO gap = 8.968 eV
ΔE to the lowest compared entry with this formula, charge and spin = 0.0 kcal/mol